Record 1
ORCA calculation (ωB97M-V/def2-TZVPD) on 2 unconnected molecules or ions with the total composition C8H13N4O2 in a non-equilibrium geometry.

Properties
E_LUMO   -3.99 eV
E_HOMO   -12.133 eV
Kohn-Sham gap   8.14 eV
Relative energy (zero: lowest compared OMol25 entry of this formula, charge and spin)   3.517 eV
Net charge   +1

Geometry as XYZ:
```
27
Properties=species:S:1:pos:R:3:nbo_charge:R:1
C -3.92 -0.06 -0.37 -0.20
C -3.32 0.63 0.67 -0.16
C -3.14 -0.51 -1.33 -0.18
C -1.88 0.72 0.71 -0.30
C -1.76 -0.40 -1.36 -0.26
C -1.06 0.23 -0.26 0.20
C 1.33 -1.53 0.85 0.66
C 1.20 1.37 0.14 0.52
N 2.43 -1.79 0.49 -0.17
N 0.65 -1.92 1.88 -0.78
N 0.40 0.25 -0.28 -0.65
N 3.42 -1.18 -0.13 -0.60
O 2.39 0.96 0.69 -0.72
O 1.60 2.19 -0.96 -0.74
H -4.95 -0.12 -0.41 0.23
H -3.81 1.24 1.39 0.23
H -3.61 -0.90 -2.15 0.22
H -1.43 1.36 1.57 0.22
H -1.32 -0.79 -2.28 0.23
H 0.56 1.90 0.96 0.16
H -0.30 -1.71 2.10 0.44
H 1.19 -2.55 2.41 0.43
H 0.72 0.01 -1.31 0.41
H 3.49 -0.14 0.15 0.42
H 3.51 -1.49 -1.13 0.40
H 3.05 1.65 0.52 0.52
H 0.96 2.62 -1.48 0.50
```

Record 2
ORCA calculation (ωB97M-V/def2-TZVPD) on 2 unconnected molecules or ions with the total composition C12H27N2O6P in a non-equilibrium geometry.

Properties
E_LUMO   0.47 eV
E_HOMO   -9.605 eV
SMILES   CNC(=O)[C@H](CC(C)C)NC(C)=O.CC[C@@H](O)P(=O)(O)O
Kohn-Sham gap   10.08 eV

Geometry as XYZ:
```
48
Properties=species:S:1:pos:R:3:nbo_charge:R:1
C 4.20 2.85 0.79 -0.41
N 2.83 3.34 0.97 -0.61
C 1.87 2.70 1.65 0.66
O 2.08 1.62 2.19 -0.63
C 0.48 3.36 1.68 -0.14
C -0.72 2.40 1.85 -0.39
C -1.13 1.56 0.62 -0.21
C -0.10 0.50 0.23 -0.60
C -2.45 0.84 0.89 -0.60
N 0.24 4.24 0.52 -0.63
C -0.16 5.51 0.60 0.67
C -0.47 6.20 -0.71 -0.71
O -0.26 6.12 1.65 -0.63
H 4.74 3.50 0.10 0.21
H 4.18 1.84 0.40 0.21
H 4.72 2.84 1.75 0.21
H 2.59 4.24 0.59 0.40
H 0.49 3.98 2.58 0.26
H -1.58 3.01 2.13 0.21
H -0.53 1.73 2.69 0.23
H -1.28 2.21 -0.24 0.18
H -0.47 -0.08 -0.61 0.20
H 0.10 -0.16 1.08 0.22
H 0.83 0.97 -0.08 0.20
H -3.22 1.58 1.14 0.21
H -2.77 0.29 0.01 0.21
H -2.34 0.16 1.73 0.21
H 0.27 3.82 -0.39 0.40
H -1.27 5.66 -1.22 0.22
H 0.42 6.22 -1.33 0.22
H -0.80 7.22 -0.50 0.25
C -0.91 -2.92 -0.79 -0.61
C -0.93 -4.21 -1.62 -0.42
C -0.40 -5.41 -0.82 -0.24
O -1.23 -5.60 0.36 -0.71
P -0.28 -6.92 -1.92 2.27
O -1.38 -7.87 -1.63 -1.14
O -0.37 -6.57 -3.46 -0.96
O 1.06 -7.73 -1.65 -0.98
H -1.52 -3.02 0.11 0.22
H -1.30 -2.09 -1.39 0.21
H 0.12 -2.68 -0.49 0.21
H -0.33 -4.06 -2.52 0.21
H -1.96 -4.41 -1.94 0.21
H 0.63 -5.19 -0.50 0.21
H -2.08 -6.01 0.13 0.49
H -0.47 -7.45 -3.84 0.51
H 0.85 -8.16 -0.82 0.51
```

Record 3
ORCA calculation (ωB97M-V/def2-TZVPD) on a molecular structure, C41H57N2O9P4Sc in a non-equilibrium geometry.

Properties
E_LUMO   0.30 eV
E_HOMO   -6.675 eV
Kohn-Sham gap   6.97 eV
Relative energy (zero: lowest compared OMol25 entry of this formula, charge and spin)   0.248 eV

Geometry as XYZ:
```
114
Properties=species:S:1:pos:R:3:lowdin_charge:R:1
Sc 0.27 -1.11 0.06 0.82
C 2.79 -0.14 3.71 -0.11
C 1.51 -0.88 4.09 -0.51
C 1.76 -1.73 5.33 -0.11
P 0.84 -1.85 2.64 1.11
C -0.26 -3.10 3.44 -0.54
C -1.44 -2.36 4.08 -0.10
C -0.77 -4.14 2.43 -0.10
C 2.31 -2.78 2.09 -0.31
C 2.69 -4.02 2.58 -0.09
C 3.77 -4.71 2.05 -0.09
C 4.47 -4.13 0.99 -0.10
C 4.10 -2.89 0.49 -0.07
C 3.02 -2.16 1.03 -0.35
N 2.55 -0.94 0.55 -0.07
C 3.46 -0.07 -0.06 -0.30
C 4.83 -0.03 0.29 -0.04
C 5.72 0.81 -0.35 -0.08
C 5.30 1.68 -1.35 -0.10
C 3.95 1.74 -1.63 -0.11
C 3.03 0.90 -0.99 -0.30
P 1.25 1.14 -1.07 1.10
C 1.00 2.67 -0.03 -0.50
C 1.85 3.89 -0.36 -0.10
C 1.24 2.31 1.44 -0.12
C 0.67 1.52 -2.79 -0.52
C 1.36 0.58 -3.79 -0.11
C 0.69 2.96 -3.28 -0.12
H 3.04 0.59 4.48 0.08
H 2.71 0.37 2.76 0.03
H 3.62 -0.85 3.63 0.08
H 0.74 -0.14 4.31 0.10
H 2.45 -2.55 5.11 0.08
H 0.85 -2.15 5.76 0.06
H 2.23 -1.11 6.10 0.08
H 0.31 -3.60 4.22 0.09
H -2.01 -1.81 3.32 0.07
H -1.12 -1.64 4.84 0.06
H -2.12 -3.07 4.56 0.08
H -1.39 -3.67 1.67 0.06
H -1.38 -4.88 2.96 0.08
H 0.05 -4.66 1.93 0.06
H 2.12 -4.48 3.38 0.10
H 4.06 -5.68 2.44 0.10
H 5.31 -4.65 0.55 0.11
H 4.64 -2.47 -0.35 0.12
H 5.19 -0.68 1.08 0.11
H 6.76 0.79 -0.05 0.10
H 6.00 2.32 -1.86 0.10
H 3.59 2.46 -2.35 0.10
H -0.06 2.91 -0.17 0.09
H 2.91 3.66 -0.22 0.07
H 1.60 4.69 0.34 0.08
H 1.72 4.27 -1.37 0.05
H 2.31 2.13 1.59 0.07
H 0.69 1.43 1.76 0.04
H 0.95 3.14 2.08 0.09
H -0.38 1.21 -2.72 0.08
H 2.40 0.87 -3.93 0.08
H 0.85 0.64 -4.76 0.08
H 1.35 -0.45 -3.44 0.03
H 1.71 3.35 -3.39 0.07
H 0.13 3.63 -2.63 0.06
H 0.22 3.00 -4.27 0.08
C 0.46 -3.75 -4.20 -0.05
C 0.04 -3.82 -2.75 -0.55
O -0.47 -5.12 -2.40 -0.05
P -1.31 -2.62 -2.34 0.54
O -2.22 -3.41 -1.33 -0.07
O -2.22 -2.46 -3.63 -0.08
O -0.85 -1.28 -1.87 -0.31
P 1.35 -3.27 -1.57 0.36
O 2.23 -4.60 -1.53 -0.10
O 0.57 -3.12 -0.26 -0.35
O 2.02 -2.05 -2.06 -0.25
H -0.37 -4.03 -4.85 0.09
H 1.29 -4.44 -4.36 0.09
H 0.80 -2.75 -4.46 0.08
H 0.22 -5.61 -1.94 0.10
H -2.01 -4.36 -1.35 0.10
H -2.14 -1.59 -4.04 0.10
H 2.99 -4.48 -0.91 0.07
C -3.89 5.52 -3.05 -0.05
C -3.77 5.25 -1.57 -0.23
C -3.95 6.29 -0.66 -0.05
C -3.84 6.07 0.70 -0.08
C -3.55 4.79 1.17 -0.02
C -3.38 3.75 0.27 -0.22
N -3.08 2.45 0.78 0.09
C -3.94 1.39 0.63 -0.19
C -5.32 1.61 0.45 -0.01
C -6.19 0.55 0.32 -0.08
C -5.74 -0.77 0.36 -0.09
C -4.39 -1.00 0.52 -0.01
C -3.48 0.05 0.65 -0.06
C -2.04 -0.28 0.70 -0.55
O -1.13 0.60 0.61 -0.11
O -1.68 -1.49 0.78 -0.13
C -3.46 3.97 -1.11 -0.16
C -3.22 2.85 -2.09 -0.02
H -4.21 6.54 -3.24 0.07
H -4.61 4.84 -3.52 0.08
H -2.93 5.37 -3.56 0.08
H -4.19 7.28 -1.03 0.11
H -3.97 6.89 1.40 0.10
H -3.48 4.59 2.23 0.11
H -2.11 2.19 0.83 0.10
H -5.69 2.63 0.42 0.12
H -7.25 0.75 0.19 0.10
H -6.43 -1.60 0.26 0.10
H -3.99 -2.01 0.53 0.12
H -4.15 2.49 -2.53 0.10
H -2.73 2.00 -1.61 0.07
H -2.58 3.19 -2.91 0.07
```

Record 4
ORCA calculation (ωB97M-V/def2-TZVPD) on a gas-phase ion, C34H50N4O2 (charge +2).

Properties
E_LUMO   -5.17 eV
E_HOMO   -12.669 eV
SMILES   CC[N+](CC)(CCCNC1=CC(=O)C(NCCC[N+](CC)(CC)Cc2ccccc2)=CC1=O)Cc1ccccc1
Kohn-Sham gap   7.50 eV
Relative energy (zero: lowest compared OMol25 entry of this formula, charge and spin)   0.026 eV
Net charge   +2

Geometry as XYZ:
```
90
Properties=species:S:1:pos:R:3:nbo_charge:R:1
C 7.75 1.75 -1.17 -0.64
C 6.29 1.41 -0.92 -0.22
N 5.95 0.70 0.36 -0.21
C 6.78 1.20 1.50 -0.23
C 6.55 2.65 1.88 -0.64
C 4.50 0.94 0.60 -0.22
C 3.89 0.30 1.85 -0.42
C 2.38 0.58 1.90 -0.21
N 1.73 -0.06 0.79 -0.57
C 0.51 0.19 0.30 0.22
C -0.36 1.17 0.69 -0.43
C -1.65 1.33 0.09 0.49
O -2.50 2.07 0.56 -0.57
C -1.94 0.49 -1.12 0.21
N -3.07 0.69 -1.83 -0.56
C -3.94 1.84 -1.79 -0.21
C -5.10 1.71 -0.78 -0.45
C -5.99 0.52 -1.12 -0.24
N -7.04 0.19 -0.11 -0.21
C -7.83 1.39 0.28 -0.22
C -8.56 2.09 -0.85 -0.64
C -7.93 -0.85 -0.73 -0.23
C -9.18 -1.23 0.06 -0.64
C -6.41 -0.36 1.14 -0.24
C -5.52 -1.56 0.93 -0.11
C -4.15 -1.40 0.76 -0.15
C -3.33 -2.50 0.58 -0.21
C -3.86 -3.78 0.57 -0.18
C -5.22 -3.95 0.77 -0.19
C -6.05 -2.85 0.96 -0.20
C -1.09 -0.53 -1.47 -0.38
C 0.15 -0.76 -0.81 0.47
O 0.95 -1.64 -1.10 -0.56
C 6.16 -0.79 0.21 -0.23
C 7.51 -1.23 -0.28 -0.11
C 7.70 -1.54 -1.63 -0.20
C 8.93 -1.99 -2.08 -0.19
C 9.98 -2.15 -1.19 -0.18
C 9.80 -1.86 0.15 -0.21
C 8.57 -1.42 0.61 -0.15
H 7.82 2.15 -2.18 0.25
H 8.40 0.88 -1.11 0.24
H 8.12 2.51 -0.50 0.22
H 5.72 2.34 -0.95 0.23
H 5.93 0.77 -1.73 0.23
H 7.82 1.05 1.23 0.25
H 6.57 0.57 2.37 0.22
H 7.31 2.93 2.60 0.26
H 6.64 3.33 1.03 0.22
H 5.58 2.81 2.35 0.22
H 4.34 2.02 0.67 0.23
H 3.96 0.58 -0.27 0.24
H 4.33 0.70 2.76 0.23
H 4.03 -0.79 1.85 0.22
H 2.19 1.65 1.84 0.21
H 1.98 0.21 2.85 0.22
H 2.10 -0.95 0.44 0.42
H -0.14 1.82 1.52 0.23
H -3.19 0.07 -2.62 0.40
H -3.37 2.73 -1.51 0.24
H -4.35 1.99 -2.79 0.21
H -4.65 1.62 0.21 0.25
H -5.65 2.65 -0.82 0.22
H -6.49 0.71 -2.07 0.23
H -5.37 -0.37 -1.23 0.25
H -7.14 2.10 0.75 0.23
H -8.55 1.08 1.04 0.23
H -7.89 2.46 -1.62 0.22
H -9.31 1.46 -1.31 0.22
H -9.08 2.95 -0.43 0.26
H -7.31 -1.74 -0.88 0.24
H -8.23 -0.49 -1.71 0.23
H -8.96 -1.56 1.07 0.22
H -9.65 -2.06 -0.46 0.26
H -9.90 -0.42 0.10 0.23
H -7.21 -0.61 1.84 0.24
H -5.82 0.44 1.59 0.24
H -3.71 -0.42 0.80 0.20
H -2.27 -2.35 0.44 0.22
H -3.22 -4.63 0.43 0.23
H -5.64 -4.94 0.80 0.23
H -7.10 -3.01 1.14 0.21
H -1.32 -1.17 -2.31 0.22
H 5.99 -1.24 1.19 0.23
H 5.40 -1.15 -0.48 0.23
H 6.88 -1.45 -2.32 0.21
H 9.06 -2.23 -3.12 0.23
H 10.94 -2.50 -1.55 0.24
H 10.61 -2.00 0.85 0.23
H 8.43 -1.23 1.66 0.20
```